Entry from the OMol25 dataset: an isolated ion of composition C3H9N2O and charge +1 in a non-equilibrium geometry (wB97M-V/def2-TZVPD).

Values from the calculation:
* SMILES string: C[C@@]1(N)O[C@@H]1[NH3+]
* LUMO energy: -3.187 eV
* DFT total energy: -304.1770 a.u.
* ΔE to the lowest compared entry with this formula, charge and spin: 46.0 kcal/mol
* charge: +1
* frontier orbital gap: 12.637 eV

Last column: Mulliken charge in e.
Geometry (Å):
C1 -1.80184 -0.53855 -0.24336  -1.2824
C2 -0.40930 -0.30606 0.26502  0.8673
N1 -0.08510 1.01708 0.79248  -0.4755
O1 0.25376 -1.29492 0.97696  -0.4379
C3 0.83976 -0.87379 -0.34542  -0.5771
N2 1.96404 0.01318 -0.12021  -0.2999
H1 -2.50777 -0.49074 0.58430  0.3169
H2 -1.88270 -1.52643 -0.68808  0.3793
H3 -2.07172 0.20941 -0.98371  0.3639
H4 -0.60429 1.76884 0.34683  0.2668
H5 -0.22161 1.06114 1.79923  0.2966
H6 0.88513 -1.66043 -1.07831  0.4614
H7 2.68017 -0.38962 0.48880  0.3317
H8 1.28546 0.84055 0.43343  0.4743
H9 2.40122 0.33893 -0.98525  0.3146

Cartesian forces, eV/Å:
C 0.154 -0.174 0.229
C -0.034 0.380 -0.877
N -0.074 0.084 0.259
O 1.097 0.370 -1.435
C -1.288 -0.714 2.099
N 0.154 0.074 0.095
H -0.029 0.055 0.041
H 0.055 -0.045 -0.065
H -0.013 0.076 -0.069
H -0.031 -0.088 0.044
H -0.050 0.004 -0.025
H 0.035 0.037 -0.179
H -0.138 0.028 -0.094
H 0.262 -0.026 -0.155
H -0.101 -0.061 0.132